The following is a DFT calculation (the ωB97M-V functional and the def2-TZVPD basis) of a structure of composition C36H52AuBN7S3 in a non-equilibrium geometry.

Structure (XYZ):
```
100
Properties=species:S:1:pos:R:3:forces:R:3:lowdin_charge:R:1
C -3.76079 -2.95063 -2.15324 -0.1 -0.1 0.0 0.089
H -0.44921 -5.27589 -0.94289 0.0 0.0 0.0 0.048
C 1.82164 -1.05531 -7.01272 0.0 0.0 0.0 -0.034
H 2.04499 -1.88766 -7.67895 0.0 0.0 0.0 0.106
H -1.00327 -4.73123 -4.66531 0.0 -0.1 0.0 0.061
C 0.36435 1.42910 -2.72698 0.1 0.1 -0.1 -0.663
H -3.25947 -3.77986 3.67547 0.0 0.0 0.0 0.115
H 0.52704 -0.22054 6.10809 0.0 0.0 0.0 0.128
C 3.16970 -2.11159 0.06506 0.3 0.2 0.1 -0.214
H 2.11730 0.69463 2.25679 0.0 0.0 0.1 0.044
H 5.01126 -2.25162 1.14615 0.0 0.0 0.0 0.100
C 0.90359 3.30816 -4.33831 0.0 -0.1 0.1 -0.020
H 2.45507 -7.38558 0.01203 0.0 0.0 0.0 0.105
H -3.93332 -5.59159 -5.18910 0.0 0.0 0.0 0.104
H -4.40658 -5.63597 -2.12957 0.0 0.0 0.0 0.087
C 2.43073 -2.47253 -5.02864 0.0 0.0 0.0 -0.009
H -2.54518 -0.25662 1.55223 0.0 0.0 0.0 0.033
C -2.35583 -1.17436 -1.44739 0.2 0.2 0.1 -0.541
N -1.44901 -3.04096 -2.65262 -0.1 0.2 0.0 0.199
H -3.18212 -0.19528 3.20321 0.0 0.0 0.0 0.149
H 4.89660 -0.83147 0.09718 0.0 0.0 0.0 0.100
H 3.99934 -0.86717 1.60121 0.0 0.0 0.0 0.079
C 1.28293 0.36943 2.86289 -0.2 0.0 0.3 -0.132
H -1.72554 -6.33662 -4.62190 0.0 0.0 0.0 0.107
H 1.73427 -6.97165 -2.42934 0.0 0.0 0.0 0.105
H -3.42252 -3.90837 -5.32595 0.0 0.0 0.0 0.096
H -1.67125 -0.62877 5.10851 0.0 0.0 0.0 0.123
S 0.07214 2.48192 -1.45096 0.2 0.2 0.0 0.729
H 3.31537 -1.87527 -4.79439 0.0 0.0 0.0 0.101
H -4.73159 -3.42373 -2.23986 0.0 0.0 0.0 0.139
H 1.60516 3.77243 -3.64108 0.0 0.0 0.0 0.103
H 3.82358 -4.10782 0.34405 -0.1 0.0 0.0 0.134
H 1.06473 -0.44033 -7.50452 0.0 0.0 0.0 0.101
H 2.73850 -0.47180 -6.90168 0.0 0.0 0.0 0.102
H 0.12814 -5.70702 0.68307 0.0 0.0 0.0 0.087
H 0.07349 -6.93332 -0.58630 0.0 0.0 0.0 0.103
C -3.41740 -5.92603 -2.49098 0.0 0.0 0.0 -0.020
C -4.87196 -1.07336 -0.94833 0.1 0.0 -0.1 -0.040
C -3.65709 -1.75893 -1.50961 -0.2 0.2 0.1 -0.237
H -3.58919 -2.19394 1.99837 0.0 0.0 0.0 0.175
N 1.00465 -3.27253 -1.22245 0.2 0.0 0.1 0.189
H 1.24109 3.48470 -5.35619 0.0 0.0 0.0 0.102
H -4.79267 -4.34877 -4.29149 0.0 0.0 0.0 0.088
C -1.04210 -0.30668 3.08361 0.3 0.1 0.1 -0.254
H -0.29011 -2.88066 -4.95678 0.0 0.0 0.0 0.044
H 2.07162 -2.95282 -4.11264 0.0 0.0 0.0 0.070
C 4.33806 -1.48516 0.76909 -0.1 0.0 -0.1 -0.030
H 0.31040 -3.29093 -6.57214 0.0 0.0 0.0 0.109
H -5.24613 -0.33110 -1.65808 0.0 0.0 0.0 0.112
C -1.67578 -2.86542 1.70971 -0.1 0.1 0.1 0.023
C -2.82263 -4.90330 -3.47173 0.0 0.1 0.0 -0.537
N 0.56357 -0.80836 -3.51054 0.0 0.0 0.2 0.255
H -2.76101 -6.08053 -1.63084 0.0 0.0 0.0 0.082
C 1.46619 0.23266 4.23462 0.0 0.1 0.0 -0.038
H -4.65336 -0.52920 -0.02995 0.0 0.0 0.0 0.056
H 2.43570 0.44172 4.66889 0.0 0.0 0.0 0.126
H -3.52968 -6.88324 -3.00079 0.0 0.0 0.0 0.106
B 0.09255 -1.28996 -2.09437 0.1 0.1 0.2 -0.592
H -1.96720 -2.77377 4.37047 0.0 0.0 0.0 0.103
S 2.22007 0.42034 -0.33456 0.1 -0.1 0.4 0.786
N 1.14819 -1.94003 -1.16174 -0.3 0.1 -0.2 0.058
C 0.07081 -2.46682 -5.89893 -0.1 0.0 -0.1 -0.020
C -1.51136 -5.45058 -4.02450 0.0 0.0 0.0 -0.032
H -0.72248 -2.77431 2.22460 0.0 0.0 0.0 0.112
H -3.65915 -2.19796 4.38822 0.0 0.0 0.0 0.118
N -1.33853 -1.84755 -2.01128 0.3 -0.1 0.0 0.049
C 0.40310 -0.13981 5.03664 0.0 0.0 0.0 -0.026
C 1.71215 -5.54275 -0.80070 0.0 0.1 -0.1 -0.533
C 3.04976 -3.46646 -0.05696 0.1 -0.1 0.0 0.109
H -0.83381 -5.74072 -3.22262 0.0 0.0 0.0 0.061
C 1.32907 -1.61694 -5.67958 0.0 0.0 0.0 -0.524
H 2.60133 -6.04014 1.13814 0.0 0.0 0.0 0.099
C 2.68515 -6.32237 0.08481 0.0 0.0 0.0 -0.042
N 0.27872 0.12126 -2.57566 -0.1 -0.5 -0.1 0.060
S -2.20352 0.43815 -0.81078 -0.3 -0.1 0.5 0.756
C 2.13886 -1.31638 -0.49785 -0.1 0.1 0.1 -0.501
C -3.80413 -4.66269 -4.63339 0.0 0.0 0.0 -0.016
H -5.67026 -1.79398 -0.77711 0.0 0.0 0.0 0.098
C -2.91233 -2.76235 3.83719 0.0 0.0 -0.1 0.029
N -2.70294 -2.11899 2.49804 0.1 -0.1 0.1 -0.155
H 1.40913 1.20143 -5.95562 0.0 0.0 0.0 0.136
C -2.63490 -3.58590 -2.73532 0.1 -0.1 -0.1 -0.175
C 0.03086 0.13299 2.28420 0.2 -0.6 0.0 -0.247
C 1.92379 -4.03895 -0.67909 -0.1 -0.1 0.0 -0.166
H 2.99219 -5.74183 -2.55697 0.0 0.0 0.0 0.099
H -1.60416 -2.42719 0.71851 0.0 0.0 0.0 0.077
H 1.31218 -5.32567 -2.93693 0.0 0.0 0.0 0.061
C 1.07981 0.89118 -4.97397 0.0 -0.1 -0.1 0.121
Au -0.02653 0.89679 0.41336 -0.4 0.2 -1.4 0.673
H -1.97208 -3.90988 1.64906 0.0 0.0 0.0 0.111
C -2.40999 -0.62139 2.56496 0.0 -0.1 0.0 -0.089
C 0.98264 -0.50612 -4.71378 0.0 -0.1 0.0 -0.085
C -0.83357 -0.39298 4.46064 0.0 0.1 0.1 -0.032
C 0.27255 -5.87891 -0.38865 0.0 0.0 0.0 -0.040
H -0.05820 3.80483 -4.18901 0.0 0.0 0.0 0.108
C 0.78267 1.84871 -4.04759 -0.1 0.2 0.0 -0.182
H 2.73234 -3.25540 -5.72509 0.0 0.0 0.0 0.107
H -0.72914 -1.88131 -6.35943 0.0 0.0 0.0 0.105
C 1.94994 -5.91305 -2.27541 0.0 0.0 0.0 -0.021
H 3.72320 -6.20058 -0.23233 0.0 0.0 0.0 0.094
```
Forces are in eV/Å.

The gap between HOMO and LUMO (spin up / spin down) comes out at 6.333 / 6.333 eV. The charge is +3. For the HOMO energy (spin up / spin down), the calculation gives -16.43 / -16.43 eV. As for the relative energy (zero: lowest compared OMol25 entry of this formula, charge and spin): 6.6 kcal per mole. For the LUMO energy (spin up / spin down), the calculation gives -0.371 / -0.371 Eh.

=====

The following is a DFT calculation (the ωB97M-V functional and the def2-TZVPD basis) of a structure of composition C36H52BrClIN7O11P2SSbSe4Zr in a non-equilibrium geometry.

Structure (XYZ):
```
118
Properties=species:S:1:pos:R:3:forces:R:3:lowdin_charge:R:1
C 4.70015 0.72570 1.33746 -0.2 0.1 0.0 -0.024
C 1.26012 2.05994 -3.04460 0.1 -0.1 0.1 -0.019
C -4.97359 4.19898 -0.58800 0.0 0.1 0.0 -0.050
H 1.38938 -3.99283 1.07714 -0.1 0.2 0.0 0.115
Cl -3.18919 5.07181 2.03387 0.0 0.0 -0.1 0.770
C -3.29281 1.83063 -3.11946 0.0 0.0 0.1 -0.159
H -0.65820 -1.41491 6.76270 -0.1 0.0 0.0 0.114
N -2.26749 2.00017 -0.07927 -0.3 0.1 -0.2 0.152
O 2.56470 -2.86670 -0.25244 -0.1 -1.0 0.0 -0.196
H -4.40051 5.11728 -0.54872 0.0 -0.1 0.0 0.095
C -4.42623 3.00790 -0.13717 0.4 0.1 0.2 -0.213
H 2.34144 -1.64094 3.90871 0.0 0.0 -0.1 0.104
H -4.03195 3.43801 -6.01425 0.0 0.0 0.1 0.101
H -0.56381 1.89919 5.31830 0.0 0.0 0.0 0.108
H 1.42310 0.24542 2.79941 0.0 0.0 0.0 0.082
C 4.68994 -0.77704 1.48753 -0.2 0.1 -0.1 -0.387
H 3.15953 -5.61580 1.62588 0.0 0.0 0.0 0.092
C -0.11197 3.86027 2.28439 -0.2 -0.2 0.3 -0.492
C -3.64647 0.52361 -3.45229 0.4 -0.1 -0.3 -0.642
C 5.54776 -1.51004 0.48183 -0.1 -0.1 -0.1 -0.035
H -0.92208 0.56170 -5.26401 0.0 0.1 0.0 0.091
H 1.05016 -1.40924 7.28540 0.0 0.0 0.0 0.116
H 1.38097 2.05523 -1.96292 0.0 0.0 0.0 0.062
C 2.21346 -4.15804 0.38806 0.2 -0.1 0.2 -0.397
H -4.74426 1.14262 -6.61476 0.0 0.0 0.0 0.091
H 5.40067 -2.58800 0.55084 0.0 0.0 0.0 0.072
C 0.00162 1.29122 0.15150 -0.3 -0.4 -0.7 -0.508
C 2.06140 -1.21242 4.87306 -0.1 0.1 0.0 -0.197
H 0.88790 -4.68035 -1.21639 0.0 0.0 0.1 0.077
Se -2.56052 -1.09331 1.45671 -0.9 1.5 1.5 0.178
H -1.42034 3.65061 3.67349 -0.1 -0.3 0.1 0.036
H 1.71384 1.90755 5.97523 0.0 0.0 0.0 0.121
H 3.06718 -1.65854 -6.50252 0.0 0.0 0.0 0.089
C 4.30413 -2.34873 -4.09303 0.1 -0.2 0.1 -0.033
C 0.18149 1.10631 -3.50798 -0.2 0.1 -0.1 -0.380
C -4.32102 1.34850 -5.63978 0.0 0.0 0.0 -0.155
O 0.15109 -2.22959 -1.77788 2.0 1.1 -1.4 -0.417
H 2.32931 -3.14290 -5.85442 0.0 0.1 0.0 0.094
C -4.17168 0.30886 -4.72954 0.0 0.0 0.1 -0.739
H -0.66726 2.29825 -5.06188 0.0 -0.1 0.0 0.086
C -1.15082 3.30903 1.37072 0.4 0.2 0.1 -0.087
H -1.23544 -1.54341 4.54748 -0.1 0.0 0.0 0.020
N 0.36282 0.38360 6.44262 -0.1 0.1 0.0 -0.086
Se -3.86024 -1.68859 5.29148 0.1 0.1 -0.5 -0.147
C -0.20061 1.31806 -4.94927 0.0 -0.2 -0.2 -0.031
N -3.06787 2.97054 0.34430 -0.4 0.3 -0.1 -0.062
Se -3.81501 2.00174 3.57881 0.1 -0.4 -0.2 -0.045
H -0.04418 -1.68298 3.26191 0.2 -0.1 -0.2 0.078
H 2.21884 1.82684 -3.52015 -0.1 0.1 0.0 0.091
C 1.70472 0.81957 6.06072 -0.2 -0.2 -0.2 -0.188
C -3.42339 2.87535 -4.02633 0.0 -0.1 0.1 -0.091
H 6.59684 -1.29393 0.68939 0.0 0.0 0.0 0.093
H 0.68099 1.26245 -5.59727 -0.1 0.0 0.0 0.088
Zr -0.78755 -1.56957 -0.06096 -2.1 -0.7 -0.4 1.132
C 2.42336 -0.57860 -1.23201 -0.6 -0.4 0.2 -0.159
H 3.40845 -0.85331 -1.61512 0.0 0.1 0.0 0.061
H 4.23502 -3.43744 -4.15641 0.0 0.1 0.0 0.094
H 4.00977 1.17842 2.05142 0.0 0.0 0.0 0.094
C 1.76754 -5.07839 -0.71210 0.0 0.1 -0.4 -0.029
O 0.99991 4.15747 1.95551 0.1 0.1 -0.1 0.120
H 3.71268 -3.96625 1.93367 0.0 0.0 0.0 0.078
C -1.10487 2.20169 0.50489 0.2 -0.3 -0.1 -0.143
H 0.97107 3.07312 -3.32856 0.0 0.0 0.0 0.099
H 4.39513 1.02418 0.32930 0.1 0.0 0.1 0.082
C -0.24999 -1.22359 4.21676 0.3 0.1 0.5 -0.198
H 3.01896 -0.64397 -4.26682 0.0 0.0 0.1 0.130
O 1.12350 1.41696 0.57918 0.5 0.1 0.1 0.073
H -6.70413 5.10872 -1.46041 0.0 0.0 0.0 0.098
H -1.59555 0.49606 5.64842 -0.1 -0.1 0.1 0.078
O 0.89129 -1.40564 1.07438 2.8 0.0 -0.9 -0.388
H -2.91154 2.01848 -2.12375 0.1 0.0 -0.1 0.060
N 2.13018 0.25271 4.76933 -0.1 0.0 -0.1 -0.084
O -0.80619 -3.44558 1.08914 -0.2 -0.3 -0.1 -0.714
H -8.02335 3.01507 -1.46980 0.1 0.0 0.0 0.099
H 5.02855 -1.99597 -4.82911 0.0 0.0 0.0 0.089
C 0.34770 -1.08301 6.51175 0.2 0.1 -0.2 -0.176
H 5.33021 -1.18950 -0.54104 0.0 0.0 0.0 0.070
O 3.29910 -1.24653 1.46619 0.6 0.8 0.2 -0.149
C -3.93011 2.63334 -5.29438 0.0 0.0 0.0 -0.097
S -2.32765 -3.43668 0.68267 -0.1 -1.2 -0.5 0.565
C -5.13404 1.82346 -0.16619 0.0 -0.2 0.0 -0.043
H 5.01374 -1.03480 2.49079 -0.1 -0.1 0.2 0.147
O -0.32774 0.32897 -0.74321 0.6 1.0 0.8 -0.332
H -7.01745 0.91674 -0.55834 0.0 0.0 -0.1 0.093
C 3.41649 -4.66804 1.15166 0.1 0.1 -0.1 -0.037
P 1.18490 -1.29888 -2.42750 0.0 -1.4 0.5 0.550
N 0.73465 -1.69801 5.23365 -0.3 0.1 -0.2 -0.078
C 1.13052 0.67068 3.75618 0.0 -0.1 0.2 -0.172
C -0.58870 0.80893 5.38688 0.3 0.0 0.0 -0.181
H 1.52373 -6.05456 -0.29397 0.0 0.0 0.0 0.094
H 2.41769 0.51294 6.83047 0.0 0.0 0.0 0.114
H -3.13033 3.87844 -3.73222 0.0 -0.1 0.0 0.107
H -0.69745 1.20791 -2.88192 0.0 -0.2 0.2 0.105
C 2.40685 -2.05992 -5.73112 -0.2 -0.1 -0.1 -0.032
Se -6.46495 -0.81923 2.26402 0.5 0.0 -0.1 -0.192
H 2.78095 -1.54658 5.62797 0.0 0.0 0.0 0.115
I -3.14431 -1.11354 -2.17768 -0.9 0.3 -0.9 1.177
H 2.32434 0.49006 -1.09885 -0.1 0.1 0.0 0.045
H 2.56566 -5.19208 -1.45368 0.0 -0.1 0.1 0.090
N -2.34230 -3.15643 -0.80118 0.5 -0.4 0.7 -0.749
H 1.41297 -1.62648 -5.85450 0.1 0.0 0.0 0.083
Br -4.70801 -1.41312 -5.32861 0.0 0.0 0.0 0.693
C 2.95250 -1.73180 -4.36311 -0.1 0.1 0.1 -0.445
C -6.26744 4.19086 -1.08709 -0.1 -0.1 0.0 -0.087
O 2.01903 -2.24266 -3.36689 0.5 -0.2 0.0 -0.160
H 5.70456 1.10870 1.52898 0.0 0.0 0.0 0.092
H 4.66998 -2.09227 -3.09705 0.0 0.0 0.0 0.067
C -7.00493 3.01120 -1.09708 0.0 0.0 0.0 -0.079
P 2.25188 -1.47053 0.35757 -0.8 -0.2 0.5 0.551
H 4.26125 -4.83274 0.47678 0.0 0.0 0.0 0.084
H -4.67168 0.90101 0.16242 -0.1 0.0 0.2 0.057
O 0.62482 -0.30280 -3.43836 -0.2 1.3 -0.3 -0.147
N -0.23474 0.24112 4.08120 0.4 -0.1 0.1 -0.060
Sb -4.29597 -0.39299 3.27075 -1.5 0.6 1.8 -0.251
C -2.43126 3.76979 1.23709 -0.5 0.0 -0.1 -0.675
O -0.52128 4.00475 3.56096 0.2 0.1 -0.2 0.083
C -6.44183 1.83112 -0.62428 0.0 0.1 0.0 -0.061
H 1.15967 1.75997 3.67874 0.0 0.0 0.0 0.115
```
Forces are in eV/Å.

The gap between HOMO and LUMO comes out at 5.303 eV. The charge is -1. For the HOMO energy, the calculation gives -3.99 eV. For the LUMO energy, the calculation gives 0.048 Eh.